[1]
{"formula": "C4H12NO2", "method": "ωB97M-V/def2-TZVPD", "energy_ha": -364.81919, "fmax_ev_per_a": 1.680, "de_lowest_kj_mol": 95.3, "e_homo_ev": -2.94, "homo_lumo_gap_ev": 7.06, "total_charge": -1, "elements": ["C", "N", "C", "C", "C", "O", "H", "H", "H", "H", "H", "H", "H", "H", "H", "H", "H", "H", "O"], "xyz": [[1.443, -1.329, -1.228], [0.666, -1.459, 0.013], [1.149, -0.649, 1.138], [0.252, 0.566, 1.335], [0.321, 1.526, 0.134], [-0.807, 1.543, -0.676], [1.081, -0.572, -1.933], [1.336, -2.258, -1.777], [2.505, -1.243, -1.026], [-0.276, -1.142, -0.224], [2.130, -0.264, 0.855], [1.281, -1.274, 2.004], [-0.763, 0.173, 1.349], [0.428, 1.067, 2.295], [0.499, 2.564, 0.466], [1.172, 1.194, -0.489], [-2.111, 0.554, -0.039], [-2.397, -0.123, -1.284], [-2.668, -0.220, -0.352]], "forces_ev_per_a": [[-0.579, -0.725, -0.082], [0.025, 0.222, -0.570], [0.086, 0.753, -0.988], [-0.165, -0.368, 0.361], [-1.013, 0.340, -1.297], [0.123, -0.307, 0.660], [0.205, 0.426, 0.387], [0.036, -0.471, -0.233], [0.165, 0.338, 0.090], [0.094, -0.146, 0.274], [0.342, -0.088, 0.188], [-0.129, -0.247, 0.659], [-0.236, 0.136, 0.304], [0.125, -0.035, -0.019], [0.524, 0.009, 0.357], [0.491, 0.285, 0.243], [0.095, -0.112, -0.509], [-0.197, -0.177, 0.488], [0.008, 0.164, -0.314]], "nbo_charge": [-0.416, -0.659, -0.207, -0.454, -0.044, -0.994, 0.192, 0.168, 0.175, 0.387, 0.161, 0.163, 0.203, 0.177, 0.105, 0.098, 0.508, 0.466, -1.028]}

---

[2]
{"formula": "C15H31N4O3", "method": "ωB97M-V/def2-TZVPD", "energy_ha": -1034.75639, "fmax_ev_per_a": 3.790, "smiles": "CC[C@@H](C)[C@@H](NC(C)=O)C(=O)N[C@H](CCCC[NH3+])C(=O)NC", "de_lowest_kj_mol": 30.6, "e_homo_ev": -12.49, "homo_lumo_gap_ev": 10.16, "total_charge": 1, "elements": ["O", "O", "O", "C", "C", "C", "N", "N", "N", "C", "C", "C", "C", "C", "C", "C", "C", "C", "C", "C", "C", "N", "H", "H", "H", "H", "H", "H", "H", "H", "H", "H", "H", "H", "H", "H", "H", "H", "H", "H", "H", "H", "H", "H", "H", "H", "H", "H", "H", "H", "H", "H", "H"], "xyz": [[-0.980, 1.180, -2.750], [1.513, 0.591, 3.120], [-0.641, -0.987, -0.716], [-0.157, 0.626, -3.412], [0.363, 0.147, 3.177], [0.287, -0.182, -0.449], [-0.201, -0.364, 4.289], [0.364, 0.438, 0.750], [0.918, 0.012, -2.920], [-0.366, 0.688, -4.928], [0.465, -0.470, 5.593], [4.306, 0.788, -0.198], [-2.543, 1.338, 0.827], [-3.432, 0.084, 0.670], [-1.589, 1.247, 2.018], [2.139, -2.274, -1.090], [3.523, -0.502, -0.019], [-4.072, 0.009, -0.720], [-0.511, 0.145, 1.917], [1.401, 0.068, -1.499], [2.643, -0.852, -1.266], [-3.134, -0.429, -1.763], [-1.196, -0.560, 4.266], [1.215, 0.923, 0.930], [1.556, -0.438, -3.620], [0.420, 1.312, -5.406], [-1.296, 1.162, -5.151], [-0.364, -0.311, -5.371], [0.197, 0.322, 6.290], [0.248, -1.422, 6.074], [1.552, -0.539, 5.494], [3.698, 1.565, -0.599], [4.757, 1.143, 0.747], [5.064, 0.627, -0.982], [-2.016, 1.537, -0.087], [-3.202, 2.168, 1.016], [-2.903, -0.810, 0.921], [-4.215, 0.205, 1.381], [-2.220, 1.072, 2.870], [-1.104, 2.266, 2.124], [1.640, -2.627, -1.989], [1.432, -2.414, -0.243], [3.002, -2.953, -0.952], [2.928, -0.390, 0.863], [4.266, -1.304, 0.141], [-4.493, 0.957, -0.993], [-4.834, -0.767, -0.621], [-0.889, -0.889, 1.809], [1.719, 1.124, -1.382], [3.281, -0.719, -2.150], [-2.449, -1.128, -1.425], [-2.529, 0.366, -2.011], [-3.563, -0.780, -2.578]], "forces_ev_per_a": [[-2.229, 1.380, 2.737], [-1.017, -0.507, 0.129], [0.907, 1.038, 0.385], [0.705, -0.332, -2.560], [1.525, 0.613, -0.052], [-1.643, -1.478, -0.519], [-0.282, -0.084, 0.362], [-0.390, -0.851, -0.599], [1.918, -1.687, 0.008], [1.535, -0.445, -0.139], [0.493, -0.507, 0.017], [0.888, -0.386, -0.162], [-0.027, -1.008, 0.281], [0.674, 1.569, -0.819], [0.339, 0.726, -0.692], [0.514, -1.086, -0.244], [0.263, 0.473, -1.004], [-0.589, -1.367, 1.613], [0.416, 0.308, -0.723], [0.190, 1.726, 0.027], [-0.479, -0.054, 0.925], [1.598, 0.542, 1.073], [0.411, -0.060, -0.017], [0.532, 0.518, 0.576], [-0.904, 0.654, 1.236], [-0.279, -0.545, 0.285], [-0.626, 0.230, 0.160], [0.180, 0.098, -0.083], [0.023, 0.188, -0.196], [-0.565, -0.049, -0.166], [-0.213, 0.569, -0.407], [-0.673, 0.851, -0.080], [-0.078, -0.240, -0.608], [0.117, 0.143, 0.505], [0.505, 0.177, -0.478], [-0.225, 0.511, -0.081], [0.366, -0.722, -0.083], [-0.889, -0.199, 0.537], [-0.101, -0.024, 0.779], [-0.288, -1.290, 0.139], [-0.272, -0.050, -0.070], [0.624, 0.272, -0.483], [-0.436, 0.278, 0.102], [-0.529, -0.386, 0.650], [-0.651, 0.101, -0.051], [-0.303, 0.333, -0.281], [-0.239, 0.280, -0.447], [-0.184, 0.605, -0.202], [-0.085, -0.423, 0.214], [-0.111, -0.293, 0.044], [-0.017, 0.223, 0.168], [0.436, 0.016, -0.466], [-0.835, -0.349, -1.240]], "nbo_charge": [-0.693, -0.633, -0.746, 0.702, 0.675, 0.724, -0.602, -0.600, -0.597, -0.711, -0.426, -0.609, -0.401, -0.414, -0.393, -0.619, -0.400, -0.221, -0.142, -0.119, -0.212, -0.697, 0.395, 0.433, 0.415, 0.244, 0.240, 0.229, 0.210, 0.213, 0.240, 0.190, 0.231, 0.207, 0.208, 0.219, 0.216, 0.226, 0.207, 0.237, 0.212, 0.219, 0.225, 0.210, 0.222, 0.224, 0.221, 0.235, 0.218, 0.212, 0.476, 0.478, 0.424]}